(1)
Formula: C5H4NO5V
Source: the OMol25 dataset
Level of theory: ωB97M-V/def2-TZVPD

## Properties
relative energy (zero: lowest compared OMol25 entry of this formula, charge and spin)	0.0	kcal per mole
2S+1	3
charge	+2
LUMO (spin up / spin down)	-12.35 / -11.80	eV
F_max	9.1	eV/Å

Atoms and positions in Å:
O: 1.586 1.454 -4.625
C: 1.003 1.217 -3.675
V: -0.285 -0.513 0.288
O: -1.436 1.562 -1.712
C: -0.936 0.837 -0.947
C: -1.805 -0.493 1.676
O: -2.609 -0.394 2.507
C: 1.007 -1.601 1.251
O: 1.678 -2.348 1.845
C: -0.947 -2.019 -0.764
O: -1.282 -2.910 -1.429
H: 0.947 -0.490 -0.643
N: 0.644 1.191 1.403
H: 0.060 2.039 1.411
H: 1.548 1.487 1.018
H: 0.827 0.980 2.395

***

(2)
Formula: C3H10NO
Source: the OMol25 dataset
Level of theory: ωB97M-V/def2-TZVPD

## Properties
relative energy (zero: lowest compared OMol25 entry of this formula, charge and spin)	109.9	kcal per mole
charge	+1
LUMO (spin up / spin down)	-5.09 / -5.09	eV
F_max	6.0	eV/Å

Atoms and positions in Å:
C: 1.401 0.406 1.880
C: -1.253 -0.244 -2.309
C: 0.025 -0.649 0.177
N: 0.170 0.451 1.101
O: -1.349 0.171 -1.045
H: 2.200 0.478 1.141
H: 1.500 1.144 2.594
H: 1.319 -0.320 2.598
H: -0.832 -1.246 -2.471
H: -0.522 0.365 -2.986
H: -2.290 -0.333 -2.745
H: -0.572 -1.581 0.293
H: 0.732 -0.624 -0.575
H: -0.640 0.621 1.697
H: 0.112 1.359 0.651

***

(3)
Formula: C3H4N2O
Source: the OMol25 dataset
Level of theory: ωB97M-V/def2-TZVPD

## Properties
relative energy (zero: lowest compared OMol25 entry of this formula, charge and spin)	65.4	kcal per mole
LUMO	0.53	eV
F_max	0.8	eV/Å

Atoms and positions in Å:
O: 2.168 -0.123 -0.122
C: 0.856 -0.210 0.003
N: 0.217 -1.333 0.340
C: -1.123 -1.082 0.412
C: -1.263 0.364 0.013
N: 0.082 0.848 -0.212
H: 2.501 -1.017 0.072
H: -1.852 0.202 -0.905
H: -1.857 0.987 0.668
H: 0.395 1.761 -0.501

***

(4)
Formula: C5H8O2
Source: the OMol25 dataset
Level of theory: ωB97M-V/def2-TZVPD

## Properties
relative energy (zero: lowest compared OMol25 entry of this formula, charge and spin)	56.8	kcal per mole
LUMO	0.78	eV
F_max	0.4	eV/Å

Atoms and positions in Å:
C: -1.413 1.258 0.780
C: -0.410 0.421 0.057
C: 1.079 0.590 -0.038
C: 0.486 -0.748 0.347
O: 0.752 -1.401 1.534
C: -0.184 -1.403 -0.843
O: -0.881 -0.183 -1.156
H: -1.658 2.131 0.166
H: -1.042 1.606 1.747
H: -2.331 0.683 0.935
H: 1.543 0.772 -1.007
H: 1.536 1.096 0.810
H: 1.552 -1.924 1.402
H: 0.429 -1.769 -1.675
H: -0.886 -2.179 -0.513

***

(5)
Formula: C4H7N2O
Source: the OMol25 dataset
Level of theory: ωB97M-V/def2-TZVPD

## Properties
relative energy (zero: lowest compared OMol25 entry of this formula, charge and spin)	50.4	kcal per mole
2S+1	3
charge	+1
LUMO (spin up / spin down)	-3.79 / -8.96	eV
F_max	6.0	eV/Å

Atoms and positions in Å:
C: -0.688 2.033 -0.653
C: 0.522 0.316 -0.348
C: 1.545 -0.645 -0.582
C: -1.045 -1.000 1.124
N: -1.375 1.341 0.115
N: -0.654 0.190 0.410
O: 0.528 1.444 -1.027
H: -0.856 3.095 -0.916
H: 1.784 -1.162 0.257
H: 1.296 -1.367 -1.359
H: 2.470 -0.253 -0.961
H: -1.418 -0.769 2.153
H: -1.829 -1.469 0.658
H: -0.281 -1.755 1.129

***

(6)
Formula: C23H49CaNO3P
Source: the OMol25 dataset
Level of theory: ωB97M-V/def2-TZVPD

## Properties
charge	+1
LUMO	-6.37	eV
F_max	4.8	eV/Å

Atoms and positions in Å:
C: 10.603 -3.701 0.256
C: 11.407 -2.450 -0.119
C: 10.592 -1.277 -0.752
C: 9.057 -1.364 -0.624
C: 8.465 0.091 -0.598
C: 7.508 0.237 0.612
C: 6.509 1.402 0.482
C: 5.132 1.019 1.040
C: 4.090 2.136 0.761
C: 2.702 1.476 0.662
C: 1.516 2.495 0.635
C: 0.543 2.096 -0.487
C: -0.992 2.266 -0.088
C: -1.787 1.769 -1.296
C: -3.122 1.165 -0.831
C: -4.237 1.409 -1.927
O: -5.379 1.938 -1.326
P: -5.258 1.795 0.440
C: -5.715 -0.050 0.329
C: -6.394 -0.588 1.608
C: -7.842 -0.143 1.772
C: -8.834 -1.176 1.196
N: -8.419 -1.582 -0.167
C: -9.111 -0.808 -1.195
C: -8.520 -2.979 -0.344
C: -9.707 -3.639 -1.056
O: -7.687 -3.689 0.094
O: -3.500 1.522 0.441
H: 9.883 -3.437 1.031
H: 11.291 -4.390 0.748
H: 10.140 -4.204 -0.588
H: 11.982 -2.092 0.733
H: 12.149 -2.763 -0.858
H: 10.829 -1.259 -1.818
H: 10.998 -0.350 -0.349
H: 8.718 -1.831 0.293
H: 8.669 -1.820 -1.532
H: 9.252 0.831 -0.455
H: 7.911 0.330 -1.507
H: 6.970 -0.707 0.739
H: 8.114 0.360 1.511
H: 6.863 2.198 1.142
H: 6.419 1.797 -0.530
H: 4.784 0.075 0.613
H: 5.182 0.931 2.126
H: 4.055 2.866 1.565
H: 4.314 2.570 -0.213
H: 2.530 0.767 1.491
H: 2.718 0.871 -0.262
H: 1.880 3.496 0.416
H: 1.020 2.546 1.605
H: 0.674 1.015 -0.737
H: 0.687 2.646 -1.411
H: -1.285 1.668 0.823
H: -1.139 3.319 0.132
H: -1.865 2.522 -2.075
H: -1.200 0.931 -1.738
H: -2.946 0.050 -0.762
H: -4.391 0.455 -2.455
H: -3.959 2.154 -2.687
H: -6.665 2.178 0.440
H: -5.375 1.772 1.876
H: -5.020 3.230 0.391
H: -4.840 -0.701 0.174
H: -6.388 -0.158 -0.516
H: -5.769 -0.284 2.451
H: -6.334 -1.679 1.554
H: -8.053 0.798 1.263
H: -8.080 0.013 2.827
H: -9.840 -0.753 1.121
H: -8.825 -2.031 1.873
H: -10.157 -1.089 -1.355
H: -9.118 0.242 -0.903
H: -8.554 -0.855 -2.130
H: -9.430 -3.763 -2.103
H: -10.598 -3.016 -1.003
H: -9.889 -4.582 -0.558
Ca: 0.068 -0.237 0.091

***

(7)
Formula: C33H35NO5Sb2W
Source: the OMol25 dataset
Level of theory: ωB97M-V/def2-TZVPD

## Properties
charge	+4
LUMO	-15.06	eV
F_max	4.1	eV/Å

Atoms and positions in Å:
W: -0.475 0.291 -0.682
O: -1.010 3.080 -0.216
C: -1.932 3.709 -1.151
C: -1.490 3.589 -2.623
N: -1.036 2.247 -3.076
C: -2.006 1.203 -3.455
C: -2.108 0.338 -2.183
O: -1.847 -0.861 -1.946
O: -2.093 1.066 -1.095
C: 0.365 2.119 -3.548
C: 0.632 1.239 -2.382
O: 0.847 1.606 -1.152
O: 0.332 -0.021 -2.437
H: -0.471 3.775 0.183
H: -2.021 4.769 -0.912
H: -2.909 3.257 -0.995
H: -0.671 4.280 -2.812
H: -2.327 3.907 -3.250
H: -1.689 0.615 -4.313
H: -2.982 1.642 -3.678
H: 0.902 3.062 -3.535
H: 0.473 1.620 -4.510
C: 1.578 -2.780 1.701
C: 1.883 -1.769 2.784
C: 0.713 -0.926 3.242
Sb: 0.012 0.655 1.841
C: -1.963 -0.186 1.283
C: -3.038 0.739 1.318
C: -4.340 0.289 1.319
C: -4.606 -1.084 1.284
C: -3.564 -2.008 1.265
C: -2.253 -1.572 1.283
C: -0.462 2.118 3.361
C: -1.598 1.948 4.132
C: -1.760 2.803 5.217
C: -0.804 3.769 5.505
C: 0.330 3.905 4.715
C: 0.514 3.075 3.617
Sb: 0.738 -1.960 -0.168
C: 2.545 -0.854 -0.718
C: 3.136 0.094 0.121
C: 4.343 0.676 -0.235
C: 4.964 0.319 -1.427
C: 4.386 -0.640 -2.250
C: 3.175 -1.226 -1.904
C: 0.862 -3.551 -1.583
C: 0.341 -3.342 -2.858
C: 0.546 -4.317 -3.822
C: 1.239 -5.480 -3.500
C: 1.721 -5.679 -2.213
C: 1.531 -4.716 -1.232
H: 0.888 -3.560 2.024
H: 2.491 -3.238 1.317
H: 2.742 -1.153 2.522
H: 2.201 -2.354 3.658
H: 0.960 -0.323 4.115
H: -0.180 -1.515 3.457
H: -2.835 1.802 1.387
H: -5.156 0.999 1.362
H: -5.631 -1.434 1.315
H: -3.772 -3.070 1.274
H: -1.485 -2.327 1.420
H: -2.333 1.179 3.925
H: -2.638 2.701 5.841
H: -0.944 4.421 6.358
H: 1.080 4.649 4.950
H: 1.398 3.172 2.998
H: 2.734 0.351 1.098
H: 4.811 1.388 0.431
H: 5.908 0.774 -1.698
H: 4.889 -0.959 -3.153
H: 2.752 -1.988 -2.546
H: -0.225 -2.454 -3.101
H: 0.161 -4.178 -4.823
H: 1.388 -6.241 -4.254
H: 2.246 -6.591 -1.962
H: 1.899 -4.884 -0.228

***

(8)
Formula: C4H4N2O2
Source: the OMol25 dataset
Level of theory: ωB97M-V/def2-TZVPD

## Properties
relative energy (zero: lowest compared OMol25 entry of this formula, charge and spin)	69.7	kcal per mole
LUMO	0.00	eV
F_max	5.3	eV/Å
structure (SMILES)	O=Cn1cncc1O

Atoms and positions in Å:
C: -0.958 -0.441 -0.110
C: -1.050 -0.100 -1.432
C: 0.946 0.639 -0.976
C: 0.976 0.247 1.382
H: -1.503 -0.595 1.781
H: -1.775 -0.457 -2.281
H: 2.171 0.656 -1.072
H: 1.806 0.974 1.171
N: 0.130 0.299 -1.892
N: 0.296 0.112 0.221
O: -1.778 -0.746 0.874
O: 0.738 -0.588 2.334

***

(9)
Formula: C25H27N2O4Rb
Source: the OMol25 dataset
Level of theory: ωB97M-V/def2-TZVPD

## Properties
relative energy (zero: lowest compared OMol25 entry of this formula, charge and spin)	0.4	kcal per mole
LUMO	0.15	eV
F_max	0.1	eV/Å

Atoms and positions in Å:
Rb: 0.854 -0.485 -2.015
C: 2.860 2.847 -2.267
C: 3.246 1.518 -2.856
C: 3.924 0.580 -2.075
C: 4.203 -0.685 -2.565
C: 3.812 -1.042 -3.852
C: 3.143 -0.117 -4.642
C: 2.869 1.155 -4.148
H: 2.437 3.509 -3.021
H: 3.725 3.339 -1.820
H: 2.125 2.698 -1.471
H: 4.178 0.832 -1.053
H: 4.698 -1.407 -1.928
H: 4.014 -2.036 -4.228
H: 2.824 -0.385 -5.642
H: 2.328 1.866 -4.761
O: 0.689 -0.174 2.655
C: -0.362 0.514 1.976
C: 0.181 0.935 0.572
O: -0.672 1.256 -0.277
O: 1.422 0.888 0.400
C: -0.727 1.752 2.788
C: -0.212 3.005 2.475
C: -0.481 4.099 3.283
C: -1.264 3.954 4.420
C: -1.778 2.708 4.743
C: -1.513 1.616 3.930
C: -1.556 -0.415 1.771
C: -2.816 0.097 1.467
C: -3.895 -0.750 1.283
C: -3.731 -2.127 1.383
C: -2.477 -2.645 1.660
C: -1.396 -1.792 1.855
H: 0.530 -0.088 3.601
H: 0.406 3.123 1.593
H: -0.077 5.069 3.022
H: -1.474 4.810 5.049
H: -2.394 2.586 5.626
H: -1.937 0.648 4.174
H: -2.944 1.167 1.377
H: -4.872 -0.334 1.064
H: -4.577 -2.790 1.247
H: -2.333 -3.716 1.735
H: -0.416 -2.194 2.077
C: 2.755 -2.538 1.230
O: 2.175 -1.670 0.278
H: 2.195 -2.528 2.169
H: 3.795 -2.272 1.444
H: 2.736 -3.549 0.823
H: 2.054 -0.786 0.685
N: -3.494 -2.940 -3.105
C: -3.687 -1.848 -2.296
C: -2.486 -1.206 -2.256
N: -1.563 -1.887 -3.026
C: -2.204 -2.918 -3.516
H: -4.178 -3.634 -3.345
H: -4.627 -1.634 -1.821
H: -2.248 -0.306 -1.706
H: -1.786 -3.672 -4.163

***

(10)
Formula: C28H22Cl3F5NO3PTeV
Source: the OMol25 dataset
Level of theory: ωB97M-V/def2-TZVPD

## Properties
relative energy (zero: lowest compared OMol25 entry of this formula, charge and spin)	53.0	kcal per mole
2S+1	2
LUMO (spin up / spin down)	-1.91 / -1.83	eV
F_max	1.8	eV/Å

Atoms and positions in Å:
V: 0.435 0.128 -0.257
Cl: -4.651 -5.414 1.092
C: -3.540 -4.134 0.727
C: -3.922 -2.822 0.943
C: -3.017 -1.816 0.668
Cl: -3.504 -0.165 0.842
C: -1.720 -2.086 0.212
O: -0.879 -1.068 0.071
C: -1.394 -3.419 -0.047
Cl: 0.151 -3.837 -0.686
C: -2.294 -4.441 0.213
H: -4.908 -2.582 1.313
H: -2.017 -5.465 0.012
C: 2.736 2.841 1.323
C: 2.916 2.203 2.671
C: 3.952 2.620 3.500
C: 4.142 2.073 4.759
C: 3.286 1.087 5.223
C: 2.247 0.654 4.415
C: 2.059 1.198 3.145
P: 0.622 0.680 2.161
C: -0.178 -0.690 3.056
C: -1.471 -0.527 3.553
C: -2.147 -1.588 4.131
C: -1.534 -2.828 4.212
C: -0.250 -2.994 3.721
C: 0.451 -1.943 3.134
C: 1.837 -2.217 2.616
C: -0.514 2.081 2.217
C: -0.807 2.759 3.402
C: -1.733 3.783 3.400
C: -2.366 4.130 2.208
C: -2.055 3.475 1.031
C: -1.110 2.445 1.008
C: -0.718 1.806 -0.300
H: 3.485 3.615 1.165
H: 1.751 3.306 1.234
H: 2.831 2.111 0.519
H: 4.623 3.392 3.144
H: 4.958 2.421 5.379
H: 3.421 0.656 6.206
H: 1.578 -0.116 4.777
H: -1.963 0.432 3.474
H: -3.153 -1.444 4.505
H: -2.054 -3.667 4.655
H: 0.229 -3.965 3.783
H: 1.800 -2.913 1.778
H: 2.446 -2.670 3.401
H: 2.361 -1.329 2.269
H: -0.309 2.473 4.321
H: -1.968 4.308 4.316
H: -3.099 4.926 2.200
H: -2.535 3.769 0.105
H: -0.112 2.513 -0.879
H: -1.604 1.562 -0.893
F: 4.215 -0.439 -1.681
Te: 2.449 -0.879 -2.080
F: 2.153 -1.391 -0.181
F: 2.772 0.454 -3.385
F: 2.162 -1.795 -3.730
F: 3.177 -2.611 -1.856
O: 1.923 0.734 -1.014
O: -0.277 0.347 -4.438
C: 0.081 -0.117 -3.447
N: 0.373 -0.631 -2.373

***

(11)
Formula: C4H13N
Source: the OMol25 dataset
Level of theory: ωB97M-V/def2-TZVPD

## Properties
relative energy (zero: lowest compared OMol25 entry of this formula, charge and spin)	22.0	kcal per mole
LUMO	0.99	eV
F_max	4.0	eV/Å
structure (SMILES)	CCC.CN

Atoms and positions in Å:
C: -1.788 -0.172 1.951
N: -2.448 0.948 1.107
H: -1.952 -1.081 1.495
H: -0.746 0.008 2.035
H: -2.229 -0.062 2.966
H: -2.327 1.815 1.704
H: -1.847 1.090 0.339
C: 2.324 -0.613 -0.467
C: 0.854 -0.514 -0.775
C: 0.426 0.432 -1.939
H: 2.838 0.319 -0.360
H: 2.566 -1.154 0.437
H: 2.933 -1.218 -1.243
H: 0.646 -1.621 -0.838
H: 0.261 -0.181 0.127
H: -0.670 0.252 -1.846
H: 0.700 0.225 -3.016
H: 0.456 1.526 -1.677

***

(12)
Formula: C3H5LiO4Ru
Source: the OMol25 dataset
Level of theory: ωB97M-V/def2-TZVPD

## Properties
relative energy (zero: lowest compared OMol25 entry of this formula, charge and spin)	17.2	kcal per mole
2S+1	7
charge	+2
LUMO (spin up / spin down)	-8.76 / -11.85	eV
F_max	7.9	eV/Å

Atoms and positions in Å:
Ru: -2.309 -0.861 -1.714
O: -3.175 -1.874 -0.163
C: -3.800 -1.500 0.819
H: -4.150 -0.454 0.912
H: -4.129 -2.233 1.574
C: -1.120 0.296 1.286
O: -0.565 -1.055 1.094
C: 0.056 -1.358 0.003
O: -0.438 -1.340 -1.126
O: 1.322 -1.611 0.250
Li: -1.679 0.364 3.307
H: -0.330 1.055 1.115
H: -1.903 0.453 0.522
H: 1.400 -2.324 0.898

***

(13)
Formula: C10H23B2BaF8O6
Source: the OMol25 dataset
Level of theory: ωB97M-V/def2-TZVPD

## Properties
charge	-1
LUMO	1.85	eV
F_max	2.7	eV/Å

Atoms and positions in Å:
Ba: -3.219 10.278 6.550
B: -0.118 9.915 5.736
F: -0.518 9.500 4.440
F: -0.475 11.233 5.986
F: -0.845 9.236 6.730
F: 1.254 9.706 5.858
B: -5.856 11.166 8.392
F: -5.286 11.442 7.143
F: -5.015 10.148 8.878
F: -5.835 12.168 9.378
F: -7.161 10.703 8.209
C: -0.677 12.541 9.423
C: -1.556 11.410 9.929
O: -2.361 10.882 9.096
O: -1.477 11.093 11.134
H: 0.020 12.163 8.672
H: -0.183 13.013 10.274
H: -1.227 13.352 8.936
C: -2.297 6.721 7.898
O: -3.247 7.390 7.063
C: -4.593 7.096 7.386
C: -5.523 7.505 6.223
O: -5.447 8.857 5.842
C: -6.177 9.177 4.679
H: -2.115 5.734 7.464
H: -2.645 6.697 8.931
H: -1.372 7.291 7.851
H: -4.806 7.679 8.290
H: -4.795 6.037 7.571
H: -6.541 7.208 6.504
H: -5.265 6.850 5.378
H: -5.778 8.729 3.766
H: -6.251 10.257 4.598
H: -7.196 8.794 4.817
C: -3.064 9.290 3.029
O: -3.425 10.395 3.870
C: -3.018 11.602 3.242
C: -3.631 12.732 4.004
O: -3.100 12.780 5.331
C: -3.245 14.069 5.895
H: -3.770 9.367 2.197
H: -3.400 8.366 3.515
H: -2.003 9.149 2.854
H: -3.274 11.649 2.171
H: -1.926 11.533 3.145
H: -4.705 12.514 4.102
H: -3.649 13.686 3.471
H: -3.121 13.906 6.970
H: -4.259 14.480 5.856
H: -2.519 14.817 5.579

***

(14)
Formula: C12H13N3O3S2
Source: the OMol25 dataset
Level of theory: ωB97M-V/def2-TZVPD

## Properties
relative energy (zero: lowest compared OMol25 entry of this formula, charge and spin)	0.0	kcal per mole
LUMO	0.41	eV
F_max	1.5	eV/Å
structure (SMILES)	Cc1ccc(S(=O)(=O)CC(=O)Nc2nnc(C)s2)cc1

Atoms and positions in Å:
C: -4.296 0.052 0.424
C: -2.913 0.516 0.091
C: -2.343 1.576 0.790
C: -1.055 1.995 0.513
C: -0.334 1.346 -0.470
C: -0.883 0.303 -1.188
C: -2.171 -0.111 -0.903
H: -2.605 -0.930 -1.458
H: -0.291 -0.167 -1.958
S: 1.337 1.877 -0.835
O: 1.967 0.882 -1.663
O: 1.298 3.222 -1.335
C: 2.204 1.946 0.809
C: 3.544 1.319 0.627
O: 4.591 1.916 0.625
N: 3.537 -0.047 0.413
C: 2.459 -0.873 0.311
N: 1.305 -0.692 0.862
N: 0.438 -1.668 0.616
C: 0.891 -2.619 -0.110
C: 0.118 -3.810 -0.520
H: -0.874 -3.755 -0.082
H: 0.037 -3.851 -1.605
H: 0.616 -4.719 -0.184
S: 2.568 -2.372 -0.597
H: 4.425 -0.420 0.098
H: 2.308 2.998 1.060
H: 1.586 1.397 1.511
H: -0.612 2.823 1.043
H: -2.914 2.075 1.559
H: -4.732 -0.503 -0.402
H: -4.940 0.895 0.664
H: -4.264 -0.603 1.295